Below is 8 unconnected molecules or ions with the total composition C8H24N8O16, with properties calculated with wB97M-V/def2-TZVPD.

Cartesian coordinates (Å):
C  1.5361  -0.5393  5.8817
N  1.7347  0.0750  4.5433
O  1.8010  -0.6547  3.5673
O  1.8327  1.2891  4.4981
H  2.0536  -1.4941  5.8601
H  0.4628  -0.6641  5.9896
H  1.9811  0.0972  6.6355
C  -3.8529  0.4644  2.8534
N  -3.2152  1.5367  3.6451
O  -2.0006  1.4813  3.7174
O  -3.8837  2.3969  4.1402
H  -3.3595  0.4225  1.8916
H  -4.9147  0.6942  2.8319
H  -3.6973  -0.4575  3.4097
C  -0.2872  -4.8837  -0.6836
N  -0.0587  -3.5929  0.0386
O  -1.0158  -2.9296  0.3565
O  1.1002  -3.2711  0.1764
H  -1.2753  -5.2665  -0.4640
H  0.5331  -5.5281  -0.3902
H  -0.1796  -4.5967  -1.7279
C  1.1742  2.6036  -3.2646
N  -0.2123  3.1451  -3.3573
O  -1.0577  2.4542  -3.8836
O  -0.4036  4.2523  -2.9104
H  1.2031  2.0464  -2.3316
H  1.8083  3.4842  -3.2951
H  1.4515  1.9327  -4.0710
C  -0.1962  -0.1252  1.1549
N  0.0504  0.5088  -0.1550
O  -0.8765  1.0121  -0.7541
O  1.2016  0.5924  -0.5460
H  0.5959  -0.8673  1.2523
H  -1.1280  -0.6663  1.1915
H  0.0417  0.6056  1.9244
C  2.0806  -1.9603  -2.7957
N  0.6981  -1.6679  -3.2669
O  0.5193  -0.6842  -3.9411
O  -0.1588  -2.4601  -2.9158
H  2.0859  -1.8252  -1.7164
H  2.8359  -1.3278  -3.2491
H  2.2979  -2.9957  -3.0462
C  3.1741  3.5405  -0.2746
N  4.0184  3.1000  0.8494
O  4.9693  2.3887  0.6036
O  3.7050  3.4480  1.9591
H  3.6218  3.1854  -1.1942
H  3.1668  4.6239  -0.1767
H  2.2079  3.0559  -0.1605
C  -2.8186  -0.8874  -2.5224
N  -4.2559  -0.7654  -2.8151
O  -4.9876  -1.4433  -2.1138
O  -4.6371  -0.0652  -3.7218
H  -2.6068  -1.9505  -2.5021
H  -2.7288  -0.4711  -1.5203
H  -2.1345  -0.3958  -3.2041

## Properties
* energy above the lowest of the compared OMol25 structures with the same formula, charge and spin: 21.9 kJ/mol
* structure (SMILES): C[N+](=O)[O-].C[N+](=O)[O-].C[N+](=O)[O-].C[N+](=O)[O-].C[N+](=O)[O-].C[N+](=O)[O-].C[N+](=O)[O-].C[N+](=O)[O-]
* orbital gap: 10.4 eV
* net charge: 0



Below is 9 unconnected molecules or ions with the total composition C34H40Br10N4O8, with properties calculated with wB97M-V/def2-TZVPD.

Cartesian coordinates (Å):
O  1.6695  0.2025  -2.9093
N  1.7364  -0.5931  -1.9801
O  2.1698  -1.7196  -2.1031
C  1.3284  -0.0898  -0.6690
C  1.4306  -0.8817  0.4566
C  1.0887  -0.3160  1.6761
C  0.8585  1.0566  1.8039
C  0.7868  1.8218  0.6450
C  0.8519  1.1952  -0.5844
H  1.7375  -1.9148  0.4180
H  1.1896  -0.8527  2.6165
H  0.7498  1.4503  2.8039
H  0.3919  2.8277  0.6468
H  0.7928  1.8295  -1.4546
O  -1.6381  0.2205  -2.3185
N  -1.9417  1.4031  -2.3969
O  -2.0504  2.1335  -1.4358
C  -2.2898  1.8802  -3.7281
C  -1.8503  1.1544  -4.8238
C  -2.2421  1.5666  -6.0822
C  -3.0036  2.7121  -6.2552
C  -3.2840  3.5168  -5.1588
C  -2.8485  3.1271  -3.8943
H  -1.2748  0.2463  -4.7105
H  -1.9061  1.0088  -6.9467
H  -3.3438  2.9940  -7.2432
H  -3.8246  4.4514  -5.2140
H  -3.0132  3.8208  -3.0788
O  2.3543  -3.3696  4.3365
N  3.0245  -4.3040  3.9386
O  3.1919  -5.3475  4.5410
C  3.6292  -4.1866  2.6198
C  3.7552  -2.9569  2.0209
C  4.3112  -2.8905  0.7579
C  4.6503  -4.0377  0.0459
C  4.5347  -5.2691  0.6832
C  4.0119  -5.3368  1.9587
H  3.5536  -2.0346  2.5529
H  4.4576  -1.9562  0.2275
H  5.1027  -4.0221  -0.9352
H  4.8112  -6.1895  0.1926
H  3.8432  -6.2847  2.4493
O  -2.9993  1.5708  3.8204
N  -2.5286  0.6221  4.4167
O  -1.4662  0.1005  4.1725
C  -3.2972  0.0363  5.5077
C  -3.5115  -1.3278  5.5169
C  -4.0507  -1.8987  6.6563
C  -4.4587  -1.1053  7.7197
C  -4.2401  0.2615  7.6728
C  -3.7017  0.8520  6.5417
H  -3.2803  -1.9333  4.6514
H  -4.3365  -2.9416  6.5939
H  -5.0668  -1.5455  8.4984
H  -4.5792  0.9084  8.4718
H  -3.6003  1.9270  6.4795
Br  4.5973  -6.4531  -2.6565
C  2.9735  -6.0103  -3.6563
C  2.4638  -4.6385  -3.2807
Br  0.7752  -4.4013  -4.2305
H  2.2453  -6.7702  -3.3883
H  3.2157  -6.1357  -4.7054
H  3.0729  -3.8233  -3.6515
H  2.3212  -4.5600  -2.2074
Br  2.2599  4.1711  -3.1302
C  2.9128  2.4058  -3.6113
C  3.4817  2.4969  -4.9948
Br  4.4080  0.8779  -5.4600
H  2.0577  1.7375  -3.6100
H  3.6405  2.0567  -2.8874
H  4.1806  3.3228  -5.0907
H  2.6686  2.7161  -5.6846
Br  -1.2849  4.0809  2.6148
C  -2.6610  4.2670  1.2736
C  -3.5884  3.0694  1.2937
Br  -5.0524  3.3020  0.0182
H  -2.1675  4.2703  0.3086
H  -3.2277  5.1862  1.3776
H  -4.1072  2.9896  2.2383
H  -3.0723  2.1539  1.0317
Br  -0.2404  -3.7047  -0.7692
C  -0.9295  -3.3034  1.0153
C  0.0520  -3.6671  2.0999
Br  0.2074  -5.5822  2.2891
H  -1.8431  -3.8742  1.1291
H  -1.1216  -2.2333  1.0183
H  -0.4060  -3.2871  3.0181
H  1.0203  -3.1954  2.0189
Br  -0.3317  7.0865  0.8375
C  -0.1447  6.9017  -1.0694
C  -0.9694  5.7315  -1.5973
Br  -2.8141  6.2780  -1.6570
H  0.9132  6.7227  -1.2547
H  -0.4282  7.7875  -1.6343
H  -0.7842  4.9016  -0.9209
H  -0.6791  5.5340  -2.6233

## Properties
* energy above the lowest of the compared OMol25 structures with the same formula, charge and spin: 130.4 kJ/mol
* structure (SMILES): O=[N+]([O-])c1ccccc1.O=[N+]([O-])c1ccccc1.O=[N+]([O-])c1ccccc1.O=[N+]([O-])c1ccccc1.BrCCBr.BrCCBr.BrCCBr.BrCCBr.BrCCBr
* orbital gap: 9.0 eV
* net charge: 0



Below is a single C8H6O5 molecule, with properties calculated with wB97M-V/def2-TZVPD.

Cartesian coordinates (Å):
C  0.6914  1.4696  0.0715
C  -0.5036  0.8635  0.2619
C  -1.8700  1.3285  0.2100
C  0.0562  -1.2152  -0.8114
C  -2.2285  -0.9317  0.1864
C  1.8704  0.5731  -0.0744
C  1.5879  -0.7612  -0.8177
C  -0.6780  -0.7669  0.4282
O  -2.3559  2.4114  0.3415
O  -0.3215  -1.5919  -1.8745
O  -2.8520  -1.9226  0.2962
O  -2.7352  0.3038  -0.0310
O  -0.1963  -1.2178  1.6529
H  0.9389  2.4709  -0.0542
H  2.7104  1.1741  -0.6609
H  2.2890  0.3997  0.9494
H  2.1231  -1.5967  -0.5521
H  1.8803  -0.4747  -1.8021
H  -0.4066  -0.5157  2.2803

## Properties
* orbital gap (alpha / beta): 5.8 / 5.3 eV
* net charge: 0
* spin multiplicity: 3



Below is 2 unconnected molecules or ions with the total composition C3H6O3, with properties calculated with wB97M-V/def2-TZVPD.

Cartesian coordinates (Å):
O  0.7673  -0.1255  -2.4590
C  0.9797  0.8222  -1.8197
O  1.1874  1.7698  -1.1679
C  0.3673  -0.8445  0.7874
C  -0.9904  -0.2290  0.4601
O  -1.0814  1.1453  0.7761
H  0.3511  -1.9245  0.6077
H  0.6167  -0.6571  1.8350
H  1.1888  -0.4324  0.1896
H  -1.2569  -0.4184  -0.5939
H  -1.7582  -0.7185  1.0670
H  -0.3714  1.6127  0.3177

## Properties
* energy above the lowest of the compared OMol25 structures with the same formula, charge and spin: 11.5 kJ/mol
* structure (SMILES): O=C=O.CCO
* orbital gap: 10.9 eV
* net charge: 0



Below is a molecular structure, C34H46N7O7PPbS3, with properties calculated with wB97M-V/def2-TZVPD.

Cartesian coordinates (Å):
Pb  -0.1776  -0.5288  -0.1223
O  1.1354  1.2993  3.4487
S  0.1653  1.3527  2.3971
O  0.5597  1.9453  1.1259
O  -0.4345  0.0051  2.1294
C  -1.1817  2.3654  2.9657
C  -1.3887  2.4388  4.3325
C  -2.3454  3.2944  4.8554
C  -3.0804  4.1049  4.0075
C  -2.8865  4.0401  2.6375
C  -1.9539  3.1512  2.1091
S  -1.7706  3.1930  0.3418
O  -3.2491  3.7530  -0.1102
O  -0.8728  4.2062  -0.0533
O  -1.7547  1.8807  -0.2634
H  -0.7593  1.8447  4.9812
H  -2.4929  3.3490  5.9252
H  -3.8025  4.8039  4.4061
H  -3.4540  4.6944  1.9942
N  -4.0584  0.8756  -1.6067
C  -3.9170  2.1335  -1.7729
C  -4.1990  2.7867  -0.4415
N  -4.3696  1.6741  0.4790
C  -4.3246  0.6091  -0.1840
C  -4.3253  -0.7931  0.2377
N  -3.2161  -1.4941  0.2168
C  -3.5914  -2.7700  0.5472
C  -4.9404  -2.8223  0.7610
N  -5.4020  -1.5524  0.5463
H  -3.9110  0.1527  -2.3083
H  -3.6552  2.6094  -2.7090
H  -5.1673  3.3023  -0.5030
H  -2.8749  -3.5702  0.6246
H  -5.5972  -3.6257  1.0433
H  -6.3518  -1.2402  0.6751
C  0.5165  1.6232  -5.8468
C  -0.0787  1.5729  -4.4394
C  0.4118  2.7952  -3.6498
C  -1.6064  1.6452  -4.5171
P  0.4148  0.0664  -3.4225
C  2.2209  0.0032  -3.7067
C  2.8939  -0.7521  -4.6676
C  4.2774  -0.7037  -4.7692
C  5.0143  0.1178  -3.9281
C  4.3595  0.8904  -2.9801
C  2.9797  0.8216  -2.8659
C  -0.3760  -1.4985  -4.1128
C  0.3537  -2.6742  -3.4456
C  -0.4134  -1.6915  -5.6317
C  -1.8273  -1.5438  -3.5948
H  0.2719  2.5830  -6.3095
H  0.1287  0.8373  -6.4916
H  1.6027  1.5400  -5.8179
H  0.0072  3.7013  -4.1077
H  1.4976  2.8780  -3.6746
H  0.0924  2.7666  -2.6035
H  -1.9033  2.6193  -4.9154
H  -2.0382  1.5298  -3.5155
H  -2.0254  0.8818  -5.1712
H  2.3509  -1.3884  -5.3498
H  4.7789  -1.3019  -5.5185
H  6.0917  0.1590  -4.0151
H  4.9230  1.5412  -2.3234
H  2.4829  1.4128  -2.1052
H  1.3988  -2.7495  -3.7390
H  -0.1442  -3.6078  -3.7177
H  0.3137  -2.5957  -2.3532
H  0.5546  -1.5622  -6.1072
H  -1.1062  -0.9946  -6.1036
H  -0.7645  -2.7011  -5.8611
H  -1.8826  -1.3494  -2.5174
H  -2.2389  -2.5415  -3.7686
H  -2.4702  -0.8340  -4.1167
N  5.3476  1.0784  1.1633
C  4.5195  0.1843  0.5761
C  3.1247  0.4055  0.5351
N  2.3226  -0.4657  -0.0494
C  2.8646  -1.5572  -0.6134
C  4.2297  -1.7436  -0.5843
N  5.0560  -0.8928  0.0121
H  4.9897  1.8024  1.7594
H  6.3189  0.8309  1.2482
H  2.6849  1.2967  0.9599
H  2.2063  -2.2656  -1.0962
H  4.6746  -2.6109  -1.0570
O  0.3943  -2.5605  0.9194
S  -0.0367  -3.3728  2.1447
C  1.0565  -4.8143  2.1654
C  1.4031  -5.0096  3.6332
C  1.7976  -3.6254  4.1499
C  0.7822  -2.6200  3.5975
H  1.9270  -4.5214  1.5750
H  0.5523  -5.6559  1.6961
H  2.2035  -5.7400  3.7409
H  0.5393  -5.3949  4.1803
H  2.7979  -3.3693  3.7995
H  1.8146  -3.5950  5.2376
H  1.2165  -1.6949  3.2203
H  -0.0024  -2.3590  4.3052

## Properties
* energy above the lowest of the compared OMol25 structures with the same formula, charge and spin: 246.5 kJ/mol
* orbital gap: 5.5 eV
* net charge: +2